C34H23N8O4RhS | wB97M-V/def2-TZVPD

The geometry in XYZ format:
```
71
C34H23N8O4RhS wB97M-V/def2-TZVPD
Rh 1.159 0.324 0.989
N -1.590 2.884 3.333
C -1.947 4.053 2.693
C -3.178 4.631 2.401
C -3.150 5.824 1.706
C -1.940 6.426 1.321
C -0.723 5.848 1.619
C -0.734 4.638 2.309
N 0.329 3.828 2.677
C -0.221 2.802 3.242
C 0.505 1.660 3.816
C 0.656 1.471 5.151
S 1.667 0.131 5.455
C 1.810 -0.132 3.790
N 1.145 0.711 3.042
H -2.201 2.125 3.580
H -4.113 4.168 2.690
H -4.084 6.308 1.450
H -1.970 7.362 0.779
H 0.216 6.294 1.319
H 0.279 2.099 5.940
H 2.395 -0.937 3.372
C -3.260 1.805 -0.032
C -3.016 0.740 0.818
C -1.704 0.408 1.157
C -0.622 1.126 0.652
C -0.882 2.196 -0.203
C -2.189 2.529 -0.536
H -4.276 2.077 -0.291
H -3.840 0.159 1.216
H -1.524 -0.450 1.799
H -0.069 2.781 -0.610
H -2.369 3.382 -1.180
N 2.631 2.933 0.223
C 2.044 2.005 0.583
N -3.846 -2.476 -7.880
C -3.116 -2.160 -7.052
C -2.204 -1.765 -6.013
C -2.676 -1.105 -4.882
C -1.799 -0.720 -3.886
C -0.445 -1.010 -4.011
C 0.032 -1.667 -5.136
C -0.845 -2.039 -6.139
N 0.454 -0.620 -2.986
C 1.756 -0.195 -3.139
C 2.198 0.134 -1.902
N 1.194 -0.114 -0.996
C 0.157 -0.552 -1.672
H -3.729 -0.877 -4.792
H -2.169 -0.159 -3.038
H 1.081 -1.916 -5.225
H -0.478 -2.554 -7.016
H 2.235 -0.128 -4.098
H 3.151 0.527 -1.594
H -0.802 -0.797 -1.249
O 0.634 -1.773 1.288
C 1.848 -2.133 1.194
O 2.778 -1.285 1.169
C 2.167 -3.591 1.114
C 1.145 -4.534 1.148
C 1.438 -5.887 1.069
C 2.754 -6.308 0.954
C 3.752 -5.350 0.923
C 3.489 -3.997 1.000
N 5.156 -5.794 0.799
O 6.020 -4.943 0.836
O 5.363 -6.990 0.752
H 0.124 -4.188 1.237
H 0.642 -6.619 1.096
H 3.016 -7.353 0.889
H 4.287 -3.270 0.969
```

Summary:
M	742.583	g mol⁻¹
multiplicity	1
HOMO-LUMO gap	8.02	eV
E_tot	-69584.9261	eV



C34H25Br2FeN5O2S2 | wB97M-V/def2-TZVPD

The geometry in XYZ format:
```
71
C34H25Br2FeN5O2S2 wB97M-V/def2-TZVPD
Fe -0.052 -0.214 -0.136
N -2.256 3.474 0.600
C -1.254 2.682 0.124
S -1.697 1.512 -1.063
N -0.031 2.876 0.535
N 0.846 1.933 0.172
C 2.069 2.196 -0.156
C 2.621 3.563 -0.137
C 3.224 4.122 -1.262
C 3.671 5.432 -1.227
C 3.542 6.184 -0.071
C 2.946 5.629 1.050
C 2.478 4.330 1.016
C 2.865 1.064 -0.612
C 4.264 1.076 -0.607
C 4.948 0.008 -1.150
C 4.221 -1.043 -1.699
C 2.838 -1.006 -1.610
N 2.171 0.005 -1.072
H -3.102 3.439 0.051
H -2.007 4.380 0.965
H 3.306 3.541 -2.171
H 4.118 5.873 -2.108
H 3.894 7.205 -0.049
H 2.839 6.212 1.951
H 1.995 3.894 1.876
H 4.792 1.912 -0.174
H 6.028 -0.013 -1.150
H 4.716 -1.866 -2.188
H 2.225 -1.815 -1.985
Br 1.528 -5.123 0.104
C -0.291 -4.585 0.036
C -1.303 -5.531 0.071
C -2.619 -5.135 0.043
Br -3.975 -6.488 0.049
C -2.978 -3.773 0.040
C -4.296 -3.279 0.080
C -4.507 -1.927 0.135
C -3.402 -1.068 0.092
N -2.165 -1.495 0.015
C -1.928 -2.817 -0.005
C -0.538 -3.207 -0.060
O 0.376 -2.331 -0.187
H -1.059 -6.582 0.114
H -5.127 -3.970 0.083
H -5.504 -1.521 0.205
H -3.529 0.004 0.106
O -0.257 0.123 2.078
S -0.585 1.197 3.053
C -0.997 0.282 4.573
C -0.385 -0.929 4.842
C -0.749 -1.636 5.975
C -1.722 -1.134 6.826
C -2.349 0.066 6.535
C -1.989 0.779 5.402
C 1.032 1.756 3.672
C 2.172 1.186 3.136
C 3.414 1.630 3.559
C 3.505 2.636 4.506
C 2.355 3.200 5.038
C 1.109 2.765 4.618
H 0.358 -1.313 4.159
H -0.278 -2.579 6.203
H -1.996 -1.681 7.717
H -3.121 0.443 7.190
H -2.476 1.711 5.154
H 2.078 0.411 2.387
H 4.310 1.189 3.151
H 4.472 2.982 4.837
H 2.429 3.978 5.782
H 0.208 3.203 5.021
```

Summary:
M	815.394	g mol⁻¹
multiplicity	5
⟨S²⟩	6.010
HOMO-LUMO gap (alpha / beta)	6.82 / 6.79	eV
E_tot	-243353.4118	eV



C34H25Br2N4OPV | wB97M-V/def2-TZVPD

The geometry in XYZ format:
```
68
C34H25Br2N4OPV wB97M-V/def2-TZVPD
V -0.074 0.286 -0.317
Br -4.518 2.351 -4.537
C -3.501 1.805 -3.126
C -2.763 2.700 -2.403
C -1.818 2.197 -1.510
N -1.593 0.905 -1.278
C -2.494 -0.102 -1.785
C -3.516 0.386 -2.813
C -1.494 -2.119 -0.752
C -1.704 -3.472 -0.559
C -1.252 -4.072 0.605
Br -1.569 -5.862 0.884
C -0.581 -3.323 1.586
C -0.388 -2.006 1.345
N -0.816 -1.401 0.186
H -2.813 3.764 -2.586
H -1.158 2.897 -1.001
H -3.810 -0.279 -3.610
H -2.231 -4.055 -1.297
H -0.230 -3.776 2.503
H 0.120 -1.373 2.061
N -6.270 -4.346 -1.455
C -5.535 -3.489 -1.674
C -4.610 -2.413 -1.949
C -3.618 -2.691 -3.011
C -2.372 -2.241 -3.007
N -1.886 -1.428 -1.915
C -3.937 -0.032 -1.404
C -4.726 -1.279 -1.246
H -3.929 -3.344 -3.821
H -1.661 -2.467 -3.791
H -4.215 0.790 -0.756
H -5.518 -1.225 -0.508
O 1.367 0.825 0.490
P 2.079 2.259 0.255
C 3.542 2.359 1.196
C 3.932 1.296 2.013
C 5.090 1.418 2.761
C 5.841 2.584 2.689
C 5.446 3.642 1.873
C 4.292 3.538 1.121
C 0.808 3.403 0.766
C -0.171 2.937 1.658
C -1.171 3.791 2.102
C -1.188 5.114 1.681
C -0.204 5.589 0.821
C 0.792 4.742 0.362
C 2.309 2.281 -1.512
C 2.151 1.073 -2.211
C 2.309 1.039 -3.591
C 2.654 2.195 -4.275
C 2.856 3.384 -3.583
C 2.683 3.433 -2.210
H 3.349 0.386 2.063
H 5.409 0.604 3.399
H 6.746 2.673 3.277
H 6.040 4.545 1.826
H 3.989 4.369 0.491
H -0.130 1.935 2.062
H -1.916 3.432 2.800
H -1.957 5.784 2.043
H -0.208 6.627 0.512
H 1.545 5.140 -0.298
H 2.020 0.132 -1.691
H 2.204 0.103 -4.124
H 2.799 2.165 -5.347
H 3.162 4.276 -4.115
H 2.874 4.364 -1.698
```

Summary:
net charge	+3
M	747.327	g mol⁻¹
multiplicity	3
⟨S²⟩	2.014
HOMO-LUMO gap (alpha / beta)	6.44 / 6.98	eV
E_tot	-218705.7886	eV



Going through the records in order, we get energy relative to the best compared isomer or geometry (same formula, charge and spin) values of 1.74, 14.76, 61.18 kcal per mole.